# 1
One molecule with the formula C15H20O3 in a non-equilibrium geometry. Source: OMol25; level of theory: wB97M-V/def2-TZVPD.

Computed properties:
2S+1: 1
Relative energy (zero: lowest compared OMol25 entry of this formula, charge and spin): 78.2 kcal/mol
Molecular weight: 248.32 g mol⁻¹
HOMO-LUMO gap: 8.56 eV
Structure (SMILES): O=C1/C(=C/[C@H]2CCCO2)CC/C1=C\[C@H]1CCCO1

Last column: Löwdin charge in e.
Element x y z (Å)
O -1.177 1.663 0.426  0.0798
C -0.461 0.670 0.282  -0.3509
C -0.809 -0.718 0.283  -0.1302
C -2.104 -1.247 0.267  0.0940
C -2.453 -2.707 0.124  -0.3310
C -3.329 -3.230 1.239  -0.1357
C -4.410 -4.040 0.570  -0.1488
C -4.532 -3.374 -0.802  -0.1642
O -3.208 -2.889 -1.070  -0.0929
C 0.423 -1.569 0.202  -0.1282
C 1.599 -0.575 0.175  -0.1339
C 0.998 0.773 0.210  -0.1364
C 1.648 1.992 0.133  0.0677
C 3.109 2.279 0.015  -0.3339
C 3.376 2.937 -1.329  -0.1436
C 3.288 4.418 -1.045  -0.1836
C 3.728 4.521 0.382  -0.1815
O 3.465 3.236 1.021  -0.0928
H -2.962 -0.572 0.277  0.1346
H -1.561 -3.339 0.092  0.1417
H -2.769 -3.793 1.907  0.0980
H -3.754 -2.406 1.768  0.1124
H -4.180 -5.091 0.550  0.1058
H -5.359 -3.941 1.136  0.1219
H -5.207 -2.526 -0.760  0.1170
H -4.869 -4.058 -1.555  0.1116
H 0.530 -2.281 1.058  0.1302
H 0.377 -2.258 -0.654  0.1219
H 2.155 -0.647 -0.717  0.1040
H 2.288 -0.687 1.019  0.1290
H 1.091 2.926 0.081  0.1353
H 3.732 1.367 0.119  0.1534
H 2.646 2.623 -2.085  0.1247
H 4.371 2.685 -1.724  0.1220
H 2.273 4.806 -1.239  0.1192
H 4.018 4.975 -1.686  0.1266
H 3.240 5.352 0.928  0.1274
H 4.790 4.723 0.398  0.1094

Atomic forces in eV per Å
0.0 -1.3 -0.4
-0.6 3.2 0.9
-3.8 -3.3 -0.2
2.5 1.3 -0.2
0.2 0.0 -0.1
-0.6 0.7 -0.6
-1.4 0.5 0.4
0.9 0.1 1.2
-0.1 -0.1 -0.9
0.4 -1.1 0.7
0.1 -0.2 0.8
1.7 3.1 -0.4
-1.3 -1.9 0.1
0.2 -0.8 0.2
0.2 -0.4 -1.0
0.1 0.9 -1.2
-0.3 0.1 0.9
0.2 0.7 -0.5
0.3 0.0 0.0
0.1 0.2 -0.4
1.0 -1.0 1.4
-0.4 0.6 0.5
0.2 -0.4 -0.4
0.4 -0.1 -0.3
-0.3 0.2 0.0
0.1 -0.3 -0.7
-0.2 0.7 -0.4
0.2 0.5 -0.1
0.9 -0.5 -1.1
-0.1 -0.3 -0.1
-0.5 -0.4 0.2
-0.3 0.5 0.2
0.2 0.0 0.1
-0.2 0.0 0.3
0.4 -0.1 0.2
-0.8 -0.3 0.4
0.1 -0.7 -0.1
0.5 -0.1 0.3



# 2
One molecule with the formula C4H8O in a non-equilibrium geometry. Source: OMol25; level of theory: wB97M-V/def2-TZVPD.

Computed properties:
2S+1: 1
Relative energy (zero: lowest compared OMol25 entry of this formula, charge and spin): 25.0 kcal/mol
Molecular weight: 72.11 g mol⁻¹
HOMO-LUMO gap: 10.38 eV
Structure (SMILES): C/C=C/CO

Last column: Löwdin charge in e.
Element x y z (Å)
C -0.618 0.220 2.123  -0.1068
C -0.569 -0.234 0.689  -0.1619
C 0.185 0.328 -0.258  -0.1080
C 0.218 -0.179 -1.651  -0.2722
O 1.449 0.192 -2.298  -0.0935
H -0.976 -0.598 2.744  0.0651
H 0.355 0.544 2.484  0.0711
H -1.268 1.094 2.231  0.0739
H -1.078 -1.150 0.439  0.0966
H 0.700 1.274 -0.140  0.1156
H -0.539 0.265 -2.315  0.1187
H 0.023 -1.248 -1.797  0.1176
H 2.117 -0.508 -2.250  0.0837

Atomic forces in eV per Å
-0.3 0.2 -0.3
1.2 0.4 0.0
-1.1 -0.3 0.1
0.3 0.0 -1.7
0.3 -0.2 -0.1
-0.1 0.2 0.2
0.2 -0.1 0.0
-0.2 -0.2 0.1
-0.2 -0.2 0.0
0.2 0.0 0.3
0.0 0.3 0.5
0.2 -0.1 0.6
-0.4 0.2 0.2



# 3
C2H3BrClN as an isolated structure in a non-equilibrium geometry. Source: OMol25; level of theory: wB97M-V/def2-TZVPD.

Computed properties:
2S+1: 1
Relative energy (zero: lowest compared OMol25 entry of this formula, charge and spin): 63.4 kcal/mol
Molecular weight: 156.41 g mol⁻¹
HOMO-LUMO gap: 8.34 eV

Last column: Löwdin charge in e.
Element x y z (Å)
C 1.518 0.025 0.202  -0.0345
C -1.596 0.363 -0.636  -1.0965
N 0.318 -0.295 -0.033  -0.0605
Cl -1.900 1.820 0.147  0.4789
Br -2.599 -1.056 0.106  0.5146
H 1.741 1.019 0.567  0.0741
H 2.364 -0.633 0.016  0.0772
H 0.155 -1.242 -0.368  0.0468

Atomic forces in eV per Å
-0.4 0.0 -0.3
0.9 -0.2 -1.4
-0.1 -0.1 0.4
-0.1 0.9 0.8
-0.5 -0.5 0.6
-0.1 0.2 0.1
0.0 -0.1 0.0
0.3 0.0 -0.1



# 4
C38H27BrClF9N5O2PPbS as an isolated structure in a non-equilibrium geometry. Source: OMol25; level of theory: wB97M-V/def2-TZVPD.

Computed properties:
2S+1: 1
Relative energy (zero: lowest compared OMol25 entry of this formula, charge and spin): 0.0 kcal/mol
Molecular weight: 1142.25 g mol⁻¹
Net charge: +2
HOMO-LUMO gap: 3.38 eV

Last column: Löwdin charge in e.
Element x y z (Å)
Pb -0.759 0.018 -0.108  1.2072
Br 5.048 6.899 -4.535  0.8583
C 5.465 5.367 -3.440  -0.5634
C 6.596 4.605 -3.852  -0.0880
C 6.923 3.459 -3.162  0.0593
C 6.113 3.117 -2.005  -0.2243
C 5.041 3.976 -1.527  0.0518
C 4.669 5.085 -2.284  -0.0593
N 6.197 1.833 -1.539  0.1318
N 5.746 1.605 -0.332  0.1479
C 4.819 0.641 -0.131  -0.1578
C 4.743 0.081 1.170  0.0453
C 3.586 -0.368 1.697  0.0842
C 2.401 -0.209 0.896  -0.2666
O 1.250 -0.415 1.359  -0.0601
C 2.541 0.111 -0.541  -0.1003
N 1.399 0.140 -1.304  0.0176
C 1.550 0.306 -2.631  -0.0789
C 2.765 0.502 -3.280  0.0116
C 3.919 0.566 -2.532  0.0476
C 3.794 0.425 -1.123  -0.0619
H 7.139 4.951 -4.743  0.1223
H 7.692 2.746 -3.472  0.1403
H 4.570 3.634 -0.600  0.1274
H 3.781 5.705 -2.068  0.1291
H 5.663 0.159 1.730  0.1418
H 3.447 -0.801 2.687  0.1496
H 0.659 0.264 -3.262  0.1217
H 2.745 0.541 -4.361  0.1337
H 4.908 0.756 -2.968  0.1246
Cl -1.486 1.981 2.447  0.6364
C -2.412 0.990 3.597  -0.5857
C -3.043 1.729 4.596  -0.1046
C -3.718 1.086 5.635  -0.0523
C -3.773 -0.287 5.643  -0.0692
C -3.149 -1.061 4.672  -0.0702
C -2.515 -0.426 3.588  -0.3852
P -1.864 -1.461 2.287  0.9549
C -0.593 -2.510 3.053  -0.3717
C 0.018 -2.133 4.248  -0.0903
C 1.092 -2.846 4.766  -0.0770
C 1.576 -3.955 4.090  -0.0825
C 1.025 -4.305 2.865  -0.0829
C -0.058 -3.613 2.357  -0.1172
C -3.204 -2.517 1.755  -0.3944
C -4.199 -2.023 0.896  -0.0946
C -5.220 -2.854 0.465  -0.0814
C -5.272 -4.177 0.874  -0.0765
C -4.334 -4.646 1.777  -0.0635
C -3.278 -3.835 2.203  -0.0872
H -2.950 2.819 4.540  0.1094
H -4.253 1.678 6.387  0.1256
H -4.302 -0.813 6.445  0.1214
H -3.149 -2.157 4.728  0.1241
H -0.369 -1.272 4.804  0.1107
H 1.531 -2.533 5.724  0.1175
H 2.392 -4.558 4.502  0.1150
H 1.474 -5.130 2.304  0.1156
H -0.498 -3.936 1.392  0.0900
H -4.134 -0.977 0.566  0.1066
H -5.968 -2.477 -0.246  0.1173
H -6.068 -4.814 0.453  0.1218
H -4.390 -5.695 2.102  0.1186
H -2.532 -4.230 2.899  0.1066
F -2.163 2.997 -0.413  0.0524
C -2.907 2.715 -1.553  -0.4434
F -3.579 3.852 -1.951  0.1421
F -3.808 1.751 -1.232  0.1392
C -1.922 2.164 -2.689  -0.2586
O -1.486 0.915 -2.287  -0.3889
C -2.694 2.036 -4.092  -0.4416
F -3.279 3.249 -4.462  0.1242
F -3.689 1.097 -3.973  0.1320
F -1.825 1.639 -5.040  0.1600
C -0.637 3.141 -2.883  -0.4325
F -1.008 4.392 -3.302  0.1515
F 0.069 3.205 -1.702  0.1045
F 0.227 2.615 -3.808  0.1158
N -2.377 -3.727 -3.052  0.1031
C -2.017 -2.532 -2.535  -0.8374
N -2.593 -1.407 -2.957  0.1237
S -0.795 -2.577 -1.294  0.5666
H -2.892 -3.823 -3.916  0.1220
H -1.842 -4.527 -2.713  0.1014
H -3.410 -1.466 -3.556  0.1229
H -2.164 -0.453 -2.744  0.0430

Atomic forces in eV per Å
-1.2 0.2 0.0
0.2 -1.3 1.0
-0.1 0.8 -0.3
-0.1 0.1 0.0
-1.1 -0.2 0.4
-0.2 -0.6 -0.2
0.6 0.2 -0.7
0.4 -0.6 -0.1
0.3 2.5 1.0
-1.3 -3.0 -1.4
2.2 2.6 -1.2
-0.4 -0.1 1.9
0.9 0.2 0.0
-3.1 -0.9 0.5
2.6 0.4 -0.7
-0.5 0.9 -2.5
2.4 -0.4 -0.3
-0.7 -0.2 0.4
0.3 -0.5 0.2
0.2 0.4 0.8
-1.3 -0.7 -0.1
-0.2 -0.4 0.5
-0.1 0.4 0.1
-0.2 0.5 -0.4
0.7 -0.4 0.0
0.0 -0.3 0.2
0.3 0.2 -0.2
0.0 0.1 0.6
0.2 0.1 0.1
-0.6 -0.2 0.1
-0.3 -0.8 0.2
-0.5 -0.5 0.6
0.3 0.3 0.0
-0.2 0.8 -0.6
-0.2 -1.3 0.8
0.0 0.7 -0.4
0.2 0.7 0.7
1.0 0.3 -0.9
0.3 -0.3 0.0
-0.3 0.5 0.2
0.2 0.0 0.5
0.5 0.0 0.2
0.2 -0.4 -0.2
-0.5 0.2 -0.7
-0.6 -0.6 0.3
0.6 0.3 0.1
-0.2 0.5 -0.7
-0.5 -0.1 -0.2
0.3 -0.9 0.0
-0.5 -0.3 0.1
-0.2 -0.4 0.2
0.4 -0.3 -0.3
0.2 0.3 -0.2
-0.2 0.5 -0.1
0.2 -0.3 -0.2
-0.2 -0.2 -0.5
-0.3 0.3 -0.1
-0.4 0.2 0.2
0.3 0.3 0.7
-0.2 -0.4 0.0
0.4 -0.1 0.4
0.6 0.2 0.5
0.1 0.6 0.0
-0.3 0.1 -0.3
-1.3 -0.3 -1.4
0.1 0.9 -0.5
1.0 -1.8 1.1
0.8 1.1 -0.2
0.3 -0.6 0.2
0.0 1.2 -0.7
-0.6 1.2 0.7
1.0 -2.4 0.3
1.1 1.1 -0.4
-1.0 0.2 0.4
-0.9 -0.1 -0.1
0.9 -1.6 0.9
-0.6 0.3 -1.4
-0.7 0.7 0.9
0.6 0.2 0.6
-0.2 0.1 -0.2
0.4 -0.5 0.2
-0.2 0.4 -0.3
0.0 0.1 0.2
-0.5 0.3 -0.3
0.3 0.1 0.0
-0.6 -0.6 -0.1



Across the entries above, LUMO energy takes the values -0.3768; 1.0539; 0.1386; -8.7262 eV, respectively.